Molecular formula: C37H80N3O14P2
Method: DFT, ωB97M-V/def2-TZVPD

Its net charge is +1. The total energy comes out at -91374.547 eV.

Last columns: bonded neighbours and bond lengths (Å).
Element x y z (Å)
1 C 2.765 6.993 -1.356  C2 1.539, H35 1.090, H36 1.092, H37 1.094
2 C 4.155 7.652 -1.303  C1 1.539, C3 1.552, H38 1.089, H39 1.090
3 C 5.196 6.990 -2.244  C2 1.552, C4 1.536, H40 1.086, H41 1.087
4 C 6.192 6.142 -1.439  C3 1.536, N5 1.460, H42 1.099, H43 1.089
5 N 6.561 4.887 -2.087  C4 1.460, C6 1.426, H44 1.010
6 C 5.495 3.968 -2.313  N5 1.426, O7 1.407, C33 1.545, H45 1.098
7 O 6.081 2.755 -2.719  C6 1.407, C8 1.436
8 C 5.163 1.717 -3.095  O7 1.436, N9 1.457, C10 1.565, C14 1.551
9 N 5.623 0.468 -2.502  C8 1.457, H46 1.016, H47 1.017
10 C 5.247 1.635 -4.655  C8 1.565, C11 1.529, H48 1.085, H49 1.092
11 C 5.731 0.276 -5.161  C10 1.529, C12 1.499, O13 1.367, H50 1.085
12 C 7.221 0.112 -5.169  C11 1.499, O13 1.553, H51 1.083, H52 1.082
13 O 6.300 0.309 -6.404  C11 1.367, C12 1.553
14 C 3.683 2.026 -2.749  C8 1.551, C15 1.533, N25 1.523, H53 1.088
15 C 2.826 0.765 -2.915  C14 1.533, C16 1.538, H54 1.089, H55 1.088
16 C 1.510 1.045 -3.661  C15 1.538, C17 1.531, H56 1.091, H57 1.094
17 C 0.394 1.684 -2.830  C16 1.531, C18 1.542, H58 1.099, H59 1.091
18 C -0.966 1.505 -3.536  C17 1.542, C19 1.534, H60 1.092, H61 1.091
19 C -1.984 2.627 -3.296  C18 1.534, C20 1.542, H62 1.091, H63 1.090
20 C -3.412 2.059 -3.419  C19 1.542, O21 1.441, H64 1.088, H65 1.086
21 O -4.013 1.962 -2.113  C20 1.441, C22 1.370
22 C -4.023 0.688 -1.609  O21 1.370, C23 1.511, O24 1.200
23 C -3.208 0.581 -0.341  C22 1.511, H66 1.086, H67 1.090, H68 1.087
24 O -4.604 -0.227 -2.123  C22 1.200
25 N 3.472 2.812 -1.462  C14 1.523, C26 1.506, C33 1.536, H69 1.021
26 C 2.880 2.068 -0.295  N25 1.506, C27 1.521, H70 1.084, H71 1.087
27 C 2.636 2.974 0.901  C26 1.521, C28 1.548, H72 1.087, H73 1.098
28 C 1.841 2.315 2.054  C27 1.548, C29 1.533, H74 1.090, H75 1.089
29 C 1.123 0.998 1.740  C28 1.533, C30 1.531, H76 1.090, H77 1.090
30 C -0.179 1.272 0.982  C29 1.531, O31 1.414, H78 1.093, H79 1.099
31 O -1.148 1.808 1.861  C30 1.414, C32 1.406
32 C -1.658 3.057 1.462  O31 1.406, H80 1.097, H81 1.087, H82 1.096
33 C 4.702 3.625 -1.032  C6 1.545, N25 1.536, O34 1.376, H83 1.086
34 O 5.527 2.945 -0.166  C33 1.376, H84 0.963
35 H 1.999 7.759 -1.235  C1 1.090
36 H 2.562 6.522 -2.320  C1 1.092
37 H 2.588 6.290 -0.537  C1 1.094
38 H 4.031 8.693 -1.598  C2 1.089
39 H 4.504 7.665 -0.270  C2 1.090
40 H 5.710 7.802 -2.748  C3 1.086
41 H 4.627 6.403 -2.962  C3 1.087
42 H 5.844 5.985 -0.408  C4 1.099
43 H 7.111 6.716 -1.330  C4 1.089
44 H 7.356 4.438 -1.656  N5 1.010
45 H 4.847 4.391 -3.093  C6 1.098
46 H 6.599 0.594 -2.251  N9 1.016
47 H 5.146 0.273 -1.626  N9 1.017
48 H 5.995 2.329 -5.024  C10 1.085
49 H 4.262 1.774 -5.106  C10 1.092
50 H 5.160 -0.605 -4.887  C11 1.085
51 H 7.854 0.962 -5.392  C12 1.083
52 H 7.616 -0.841 -5.492  C12 1.082
53 H 3.378 2.697 -3.549  C14 1.088
54 H 2.636 0.218 -1.993  C15 1.089
55 H 3.366 0.077 -3.562  C15 1.088
56 H 1.699 1.612 -4.574  C16 1.091
57 H 1.149 0.058 -3.964  C16 1.094
58 H 0.617 2.753 -2.711  C17 1.099
59 H 0.326 1.205 -1.851  C17 1.091
60 H -1.379 0.563 -3.170  C18 1.092
61 H -0.766 1.382 -4.602  C18 1.091
62 H -1.889 3.042 -2.292  C19 1.091
63 H -1.861 3.433 -4.019  C19 1.090
64 H -3.370 1.062 -3.853  C20 1.088
65 H -4.027 2.710 -4.033  C20 1.086
66 H -3.663 -0.105 0.367  C23 1.086
67 H -2.217 0.236 -0.639  C23 1.090
68 H -3.169 1.570 0.107  C23 1.087
69 H 2.787 3.537 -1.680  N25 1.021
70 H 1.912 1.707 -0.628  C26 1.084
71 H 3.523 1.229 -0.040  C26 1.087
72 H 3.564 3.368 1.309  C27 1.087
73 H 2.093 3.857 0.541  C27 1.098
74 H 1.068 3.017 2.369  C28 1.090
75 H 2.483 2.196 2.925  C28 1.089
76 H 1.729 0.285 1.182  C29 1.090
77 H 0.806 0.563 2.687  C29 1.090
78 H -0.546 0.363 0.499  C30 1.093
79 H -0.008 2.021 0.195  C30 1.099
80 H -0.899 3.848 1.510  C32 1.097
81 H -2.468 3.346 2.125  C32 1.087
82 H -2.056 3.041 0.441  C32 1.096
83 H 4.304 4.521 -0.565  C33 1.086
84 H 5.607 2.014 -0.399  O34 0.963
85 O 0.650 -5.425 1.376  P86 1.465
86 P 0.763 -4.095 0.772  O85 1.465, O87 1.603, O90 1.611, O93 1.594
87 O 0.958 -4.179 -0.817  P86 1.603, C88 1.434
88 C -0.010 -4.883 -1.606  O87 1.434, C89 1.517, H96 1.092, H97 1.089
89 C -1.354 -4.181 -1.647  C88 1.517, H98 1.093, H99 1.090, H100 1.091
90 O 2.205 -3.496 1.168  P86 1.611, C91 1.431
91 C 3.117 -4.256 1.967  O90 1.431, C92 1.516, H101 1.089, H102 1.091
92 C 3.988 -5.168 1.125  C91 1.516, H103 1.089, H104 1.090, H105 1.091
93 O 0.015 -2.697 0.937  P86 1.594, C94 1.445
94 C -1.244 -2.516 1.623  O93 1.445, C95 1.513, H106 1.093, H107 1.091
95 C -1.394 -3.325 2.893  C94 1.513, H108 1.091, H109 1.090, H110 1.091
96 H -0.121 -5.902 -1.229  C88 1.092
97 H 0.408 -4.945 -2.609  C88 1.089
98 H -1.864 -4.254 -0.683  C89 1.093
99 H -2.003 -4.638 -2.394  C89 1.090
100 H -1.231 -3.124 -1.887  C89 1.091
101 H 2.577 -4.819 2.727  C91 1.089
102 H 3.736 -3.529 2.496  C91 1.091
103 H 3.401 -5.694 0.373  C92 1.089
104 H 4.493 -5.901 1.754  C92 1.090
105 H 4.749 -4.591 0.597  C92 1.091
106 H -2.061 -2.731 0.930  C94 1.093
107 H -1.299 -1.451 1.852  C94 1.091
108 H -1.294 -4.395 2.701  C95 1.091
109 H -2.379 -3.154 3.328  C95 1.090
110 H -0.635 -3.045 3.625  C95 1.091
111 O -8.845 -3.545 4.505  P112 1.467
112 P -7.594 -4.307 4.591  O111 1.467, O113 1.603, O116 1.610, O119 1.591
113 O -6.572 -3.650 5.637  P112 1.603, C114 1.432
114 C -6.989 -3.440 6.990  O113 1.432, C115 1.517, H122 1.093, H123 1.089
115 C -7.180 -4.738 7.752  C114 1.517, H124 1.093, H125 1.090, H126 1.090
116 O -6.764 -4.036 3.238  P112 1.610, C117 1.426
117 C -7.275 -3.172 2.224  O116 1.426, C118 1.516, H127 1.090, H128 1.091
118 C -6.897 -1.725 2.471  C117 1.516, H129 1.089, H130 1.091, H131 1.093
119 O -7.206 -5.848 4.661  P112 1.591, C120 1.445
120 C -8.154 -6.903 4.935  O119 1.445, C121 1.515, H132 1.092, H133 1.089
121 C -9.496 -6.714 4.257  C120 1.515, H134 1.091, H135 1.090, H136 1.091
122 H -7.907 -2.848 7.006  C114 1.093
123 H -6.204 -2.848 7.458  C114 1.089
124 H -8.068 -5.270 7.401  C115 1.093
125 H -7.315 -4.542 8.815  C115 1.090
126 H -6.318 -5.392 7.619  C115 1.090
127 H -8.354 -3.285 2.131  C117 1.090
128 H -6.843 -3.516 1.283  C117 1.091
129 H -7.050 -1.437 3.511  C118 1.089
130 H -7.485 -1.062 1.835  C118 1.091
131 H -5.840 -1.564 2.245  C118 1.093
132 H -8.279 -7.007 6.016  C120 1.092
133 H -7.687 -7.822 4.586  C120 1.089
134 H -9.967 -5.775 4.552  C121 1.091
135 H -10.168 -7.526 4.532  C121 1.090
136 H -9.385 -6.705 3.172  C121 1.091